# 1
{
  "formula": "C22H30NbO2Si",
  "method": "wB97M-V/def2-TZVPD",
  "species": ["C", "C", "C", "H", "C", "C", "H", "H", "H", "H", "Nb", "C", "H", "H", "H", "Si", "C", "C", "H", "C", "H", "C", "H", "C", "H", "C", "H", "C", "C", "H", "C", "H", "C", "H", "C", "H", "C", "H", "H", "H", "C", "O", "C", "C", "O", "C", "H", "H", "H", "H", "H", "H", "H", "H", "H", "H"],
  "coordinates": [[0.72, -0.69, 0.68], [0.67, -1.52, -0.48], [1.53, -0.89, -1.47], [0.23, -2.53, -0.56], [2.16, 0.27, -0.87], [1.65, 0.40, 0.46], [1.93, 1.17, 1.17], [0.25, -0.90, 1.65], [1.81, -1.34, -2.41], [2.92, 0.89, -1.33], [0.01, 0.70, -1.00], [-1.73, 0.63, -2.12], [-1.68, 1.20, -3.09], [-2.50, 1.17, -1.53], [-2.09, -0.41, -2.17], [-2.69, -2.92, -0.45], [-4.19, -2.36, 0.38], [-4.44, -2.93, 1.63], [-3.73, -3.67, 2.01], [-5.58, -2.52, 2.33], [-5.88, -3.05, 3.22], [-6.36, -1.48, 1.84], [-7.30, -1.22, 2.36], [-5.96, -0.77, 0.70], [-6.57, 0.06, 0.30], [-4.83, -1.18, 0.00], [-4.43, -0.60, -0.86], [-2.73, -3.52, -2.16], [-3.48, -4.72, -2.26], [-4.48, -4.79, -1.80], [-2.86, -5.87, -2.75], [-3.24, -6.86, -2.49], [-1.68, -5.75, -3.50], [-1.14, -6.64, -3.83], [-1.17, -4.48, -3.76], [-0.28, -4.39, -4.38], [-1.69, -3.35, -3.11], [-1.17, -2.40, -3.25], [-2.06, -1.60, -0.15], [-1.89, -3.74, 0.32], [-1.66, 1.04, 1.74], [-0.97, 1.69, 0.66], [-1.02, 3.16, 0.71], [-0.19, 3.79, -0.42], [0.49, 2.72, -1.13], [0.82, 2.70, -2.53], [-2.47, 1.72, 2.08], [-0.95, 0.84, 2.56], [-2.09, 0.08, 1.41], [-2.08, 3.41, 0.58], [-0.64, 3.45, 1.69], [-0.80, 4.37, -1.13], [0.60, 4.40, 0.01], [0.11, 3.34, -3.08], [1.85, 3.04, -2.60], [0.76, 1.66, -2.94]],
  "homo_energy_ev": [-16.44, -16.29],
  "spin_multiplicity": 1,
  "total_charge": 3,
  "orbital_gap_ev": [3.192, 3.047],
  "mol_weight_da": 447.5,
  "lumo_ev": [-13.25, -13.25]
}



# 2
{
  "formula": "C22H31BrN5O3PdS",
  "method": "wB97M-V/def2-TZVPD",
  "species": ["Pd", "N", "C", "C", "N", "C", "C", "N", "H", "H", "H", "H", "H", "H", "H", "H", "H", "H", "H", "H", "H", "C", "C", "C", "N", "C", "S", "N", "C", "O", "C", "C", "C", "C", "C", "C", "H", "H", "H", "H", "H", "H", "H", "H", "H", "H", "H", "H", "H", "H", "Br", "C", "C", "C", "C", "C", "C", "C", "O", "O", "H", "H", "H", "H"],
  "coordinates": [[1.14, 1.77, 1.23], [2.74, 3.13, 0.40], [2.70, 4.38, 1.17], [1.26, 4.83, 1.38], [0.40, 3.79, 1.96], [0.32, 3.73, 3.43], [1.54, 3.07, 4.07], [1.79, 1.76, 3.45], [3.65, 2.69, 0.45], [2.53, 3.28, -0.58], [3.25, 5.19, 0.67], [3.20, 4.21, 2.12], [0.83, 5.10, 0.41], [1.25, 5.74, 2.00], [-0.54, 3.90, 1.60], [-0.57, 3.15, 3.68], [0.19, 4.73, 3.86], [1.36, 2.99, 5.15], [2.42, 3.69, 3.95], [1.14, 1.06, 3.77], [2.73, 1.42, 3.65], [-4.03, 1.63, -3.48], [-3.28, 0.47, -4.13], [-2.43, -0.31, -3.15], [-1.36, 0.54, -2.61], [-0.98, 0.69, -1.36], [-0.08, 2.09, -0.95], [-1.34, -0.19, -0.41], [-1.61, -1.60, -0.51], [-2.39, -2.08, 0.27], [-0.83, -2.39, -1.49], [-1.36, -3.62, -1.88], [-0.64, -4.43, -2.75], [0.60, -4.02, -3.21], [1.14, -2.81, -2.80], [0.43, -1.99, -1.94], [-4.63, 2.16, -4.22], [-3.35, 2.35, -3.03], [-4.70, 1.26, -2.70], [-2.64, 0.84, -4.94], [-3.98, -0.22, -4.59], [-1.99, -1.20, -3.62], [-3.04, -0.65, -2.31], [-0.98, 1.22, -3.25], [-1.26, 0.12, 0.56], [-2.32, -3.93, -1.50], [-1.05, -5.38, -3.07], [1.16, -4.65, -3.89], [2.12, -2.50, -3.14], [0.87, -1.07, -1.58], [-1.38, -2.13, 3.63], [-0.13, -2.97, 2.48], [-0.18, -4.36, 2.46], [0.71, -5.08, 1.68], [1.67, -4.42, 0.93], [1.72, -3.04, 0.96], [0.82, -2.29, 1.72], [0.91, -0.81, 1.59], [-0.01, -0.05, 2.03], [1.90, -0.31, 0.97], [-0.92, -4.87, 3.06], [0.65, -6.16, 1.66], [2.38, -4.97, 0.32], [2.46, -2.50, 0.38]],
  "homo_energy_ev": [-10.73, -11.03],
  "spin_multiplicity": 3,
  "total_charge": 1,
  "orbital_gap_ev": [8.361, 8.097],
  "mol_weight_da": 631.9,
  "lumo_ev": [-2.37, -2.93]
}



# 3
{
  "formula": "C22H31ClInN2O4",
  "method": "wB97M-V/def2-TZVPD",
  "species": ["In", "Cl", "N", "N", "C", "C", "C", "C", "C", "C", "H", "H", "H", "H", "H", "H", "C", "C", "C", "C", "H", "H", "H", "H", "H", "H", "O", "H", "H", "O", "H", "H", "C", "C", "C", "H", "H", "C", "C", "H", "C", "C", "C", "C", "H", "C", "H", "H", "H", "H", "H", "H", "H", "H", "C", "O", "C", "O", "H", "H", "H"],
  "coordinates": [[0.60, -0.11, -0.33], [-1.99, -0.26, 2.34], [0.25, 2.17, 0.12], [0.05, -2.28, 0.21], [-0.78, 2.85, -0.36], [-0.81, -3.03, -0.45], [1.27, 3.17, 0.59], [0.45, 4.46, 0.62], [2.40, 3.26, -0.42], [1.80, 2.87, 1.98], [2.01, 3.48, -1.42], [2.99, 2.33, -0.45], [3.07, 4.08, -0.12], [0.98, 2.76, 2.69], [2.42, 3.74, 2.28], [2.44, 1.98, 2.01], [0.85, -3.16, 1.12], [0.54, -4.54, 0.55], [0.33, -3.06, 2.54], [2.32, -2.77, 1.13], [2.74, -2.77, 0.11], [2.88, -3.49, 1.75], [2.46, -1.78, 1.58], [-0.74, -3.34, 2.58], [0.45, -2.04, 2.92], [0.90, -3.76, 3.18], [-0.62, -4.34, -0.34], [0.22, -5.30, 1.28], [1.37, -4.93, -0.07], [-0.76, 4.15, -0.13], [0.92, 5.32, 0.14], [0.15, 4.73, 1.64], [-1.93, 2.35, -1.17], [-1.95, -2.60, -1.30], [-1.58, -1.33, -1.99], [-2.82, -2.46, -0.64], [-2.20, -3.41, -2.00], [-1.90, -0.12, -1.35], [-1.58, 1.11, -1.94], [-2.46, -0.14, -0.41], [-0.94, 1.13, -3.19], [-0.62, -0.08, -3.79], [-0.59, 2.43, -3.85], [-0.90, -1.31, -3.21], [-0.12, -0.07, -4.77], [-0.46, -2.60, -3.85], [-0.05, -2.38, -4.85], [-1.29, -3.30, -3.96], [0.33, -3.10, -3.27], [-1.45, 3.10, -3.91], [-0.23, 2.24, -4.86], [0.21, 2.96, -3.31], [-2.23, 3.16, -1.85], [-2.77, 2.17, -0.48], [-0.78, 0.22, 5.20], [-0.41, 1.01, 4.00], [-0.43, 0.34, 2.86], [0.60, 0.17, 2.20], [0.05, -0.45, 5.48], [-1.69, -0.35, 4.99], [-0.94, 0.95, 5.99]],
  "homo_energy_ev": [-0.26, -0.81],
  "spin_multiplicity": 1,
  "total_charge": -1,
  "orbital_gap_ev": [3.036, 3.572],
  "mol_weight_da": 537.8,
  "lumo_ev": [2.77, 2.76]
}



# 4
{
  "formula": "C22H31HgN2O21S4",
  "method": "wB97M-V/def2-TZVPD",
  "species": ["Hg", "C", "C", "O", "H", "H", "H", "H", "H", "C", "C", "O", "S", "O", "O", "O", "H", "H", "H", "H", "C", "C", "O", "S", "O", "O", "O", "H", "H", "H", "H", "C", "C", "O", "S", "O", "O", "O", "H", "H", "H", "H", "C", "C", "O", "S", "O", "O", "O", "H", "H", "H", "H", "C", "C", "C", "C", "C", "C", "N", "O", "O", "H", "H", "H", "H", "H", "C", "C", "C", "C", "C", "C", "N", "O", "O", "H", "H", "H", "H", "H"],
  "coordinates": [[11.42, 5.79, -28.13], [8.60, 3.33, -25.57], [9.63, 3.55, -26.68], [10.23, 4.80, -26.60], [7.83, 2.62, -25.84], [8.09, 4.26, -25.31], [9.08, 2.88, -24.69], [9.03, 3.55, -27.61], [10.36, 2.74, -26.76], [11.86, -0.41, -28.40], [12.11, 0.54, -27.22], [13.47, 0.32, -26.88], [14.13, -0.97, -27.59], [14.64, -1.87, -26.64], [14.96, -0.57, -28.67], [12.73, -1.50, -28.18], [11.93, 0.05, -29.38], [10.84, -0.81, -28.37], [11.42, 0.25, -26.43], [12.03, 1.59, -27.50], [6.05, 2.21, -22.36], [6.96, 1.01, -22.18], [6.11, -0.09, -22.51], [5.16, 0.25, -23.73], [3.85, -0.21, -23.47], [5.79, -0.05, -24.97], [5.27, 1.85, -23.54], [6.55, 3.16, -22.49], [5.27, 2.29, -21.60], [7.22, 0.85, -21.13], [7.86, 1.01, -22.80], [7.56, 1.14, -28.60], [7.55, -0.10, -27.71], [7.93, -1.16, -28.61], [7.52, -0.87, -30.14], [6.36, -1.58, -30.52], [8.68, -0.86, -30.95], [7.11, 0.66, -29.85], [8.55, 1.59, -28.64], [6.83, 1.91, -28.35], [6.61, -0.38, -27.23], [8.37, -0.01, -26.99], [7.35, 6.75, -26.25], [6.80, 6.98, -24.84], [5.53, 7.60, -25.03], [5.10, 7.73, -26.58], [4.64, 9.03, -26.83], [4.43, 6.54, -26.96], [6.64, 7.66, -27.08], [7.17, 5.76, -26.68], [8.39, 7.01, -26.42], [7.40, 7.60, -24.18], [6.65, 6.01, -24.35], [11.45, 2.54, -20.01], [10.51, 2.24, -20.99], [9.63, 3.21, -21.43], [9.71, 4.48, -20.88], [10.53, 4.73, -19.80], [11.43, 3.76, -19.35], [8.79, 5.53, -21.39], [8.87, 6.62, -20.89], [8.02, 5.19, -22.29], [12.16, 1.78, -19.69], [10.64, 1.30, -21.52], [8.96, 3.00, -22.24], [10.53, 5.70, -19.33], [12.09, 4.02, -18.54], [7.19, 4.69, -29.62], [7.72, 4.71, -30.89], [6.84, 4.82, -31.98], [5.49, 4.75, -31.72], [4.95, 4.60, -30.45], [5.82, 4.59, -29.37], [4.58, 4.88, -32.87], [3.42, 4.58, -32.69], [5.04, 5.16, -33.96], [7.76, 4.46, -28.72], [8.77, 4.55, -31.09], [7.33, 4.75, -32.94], [3.87, 4.64, -30.35], [5.32, 4.42, -28.43]],
  "homo_energy_ev": -12.62,
  "spin_multiplicity": 1,
  "total_charge": 1,
  "orbital_gap_ev": 3.228,
  "mol_weight_da": 988.3,
  "lumo_ev": -9.39
}



# 5
{
  "formula": "C22H31N3O3S",
  "method": "wB97M-V/def2-TZVPD",
  "species": ["C", "H", "H", "H", "C", "N", "C", "C", "N", "C", "C", "H", "H", "H", "H", "C", "C", "C", "C", "C", "S", "H", "H", "H", "C", "N", "C", "O", "C", "C", "C", "C", "C", "C", "O", "C", "H", "H", "H", "O", "C", "H", "H", "H", "H", "H", "H", "H", "C", "H", "H", "H", "H", "H", "H", "H", "H", "H", "H", "H"],
  "coordinates": [[-7.56, -0.34, 0.80], [-8.21, 0.10, 0.05], [-8.01, -1.26, 1.17], [-7.47, 0.36, 1.63], [-6.19, -0.65, 0.19], [-5.64, 0.53, -0.44], [-4.75, 0.28, -1.56], [-3.36, -0.21, -1.12], [-2.76, 0.80, -0.28], [-3.58, 1.00, 0.90], [-4.99, 1.45, 0.47], [-5.61, 1.59, 1.35], [-4.90, 2.41, -0.04], [-3.13, 1.78, 1.52], [-3.65, 0.08, 1.51], [-1.35, 0.63, 0.02], [-0.98, -0.73, 0.53], [-0.88, -1.12, 1.83], [-0.58, -2.50, 1.98], [-0.45, -3.13, 0.79], [-0.71, -2.07, -0.54], [-0.23, -4.17, 0.60], [-0.46, -2.98, 2.93], [-1.01, -0.45, 2.65], [-0.48, 1.02, -1.20], [0.93, 0.89, -0.87], [1.53, 1.51, 0.16], [0.96, 2.29, 0.91], [3.00, 1.24, 0.33], [3.71, 2.22, 1.02], [5.06, 2.07, 1.26], [5.72, 0.95, 0.80], [5.04, -0.04, 0.10], [3.66, 0.09, -0.11], [2.96, -0.92, -0.77], [2.88, -2.14, -0.05], [2.30, -2.00, 0.87], [3.87, -2.52, 0.21], [2.37, -2.84, -0.70], [5.75, -1.14, -0.31], [5.77, -1.37, -1.71], [6.27, -0.54, -2.22], [4.77, -1.50, -2.13], [6.35, -2.29, -1.85], [6.78, 0.81, 0.96], [5.60, 2.83, 1.81], [3.17, 3.08, 1.36], [1.46, 0.18, -1.36], [-0.80, 2.45, -1.65], [-0.53, 3.14, -0.86], [-1.87, 2.53, -1.83], [-0.25, 2.69, -2.55], [-0.67, 0.33, -2.02], [-1.11, 1.35, 0.81], [-2.74, -0.37, -2.01], [-3.47, -1.18, -0.60], [-5.21, -0.45, -2.23], [-4.63, 1.22, -2.10], [-5.54, -1.08, 0.96], [-6.33, -1.41, -0.59]],
  "homo_energy_ev": -7.95,
  "smiles": "CCN1CCN([C@@H](c2cccs2)[C@@H](C)NC(=O)c2cccc(OC)c2OC)CC1",
  "spin_multiplicity": 1,
  "orbital_gap_ev": 8.456,
  "mol_weight_da": 417.6,
  "lumo_ev": 0.51
}



# 6
{
  "formula": "C22H31N3O4S",
  "method": "wB97M-V/def2-TZVPD",
  "species": ["O", "C", "N", "C", "C", "C", "C", "C", "C", "C", "C", "H", "H", "H", "H", "H", "S", "O", "O", "N", "C", "C", "H", "C", "H", "H", "C", "H", "C", "O", "N", "H", "C", "C", "H", "C", "H", "C", "H", "H", "C", "H", "C", "C", "H", "H", "C", "H", "H", "H", "H", "H", "H", "H", "H", "H", "H", "H", "H", "H", "H"],
  "coordinates": [[5.66, 6.82, 1.34], [5.07, 5.80, 1.07], [3.73, 5.67, 1.32], [2.96, 4.56, 1.05], [1.57, 4.65, 1.01], [0.81, 3.52, 0.74], [1.45, 2.32, 0.50], [2.82, 2.22, 0.54], [3.60, 3.33, 0.82], [5.09, 3.29, 0.92], [5.68, 4.59, 0.39], [6.76, 4.63, 0.54], [5.49, 4.69, -0.68], [5.49, 2.44, 0.36], [5.37, 3.16, 1.97], [3.28, 1.26, 0.34], [0.50, 0.85, 0.15], [1.11, 0.15, -0.96], [-0.89, 1.19, 0.05], [0.85, -0.03, 1.51], [0.26, 0.41, 2.76], [0.93, -0.53, 3.77], [1.92, -0.14, 4.02], [1.05, -1.85, 3.00], [0.25, -2.54, 3.29], [2.01, -2.33, 3.17], [0.85, -1.49, 1.52], [1.66, -1.83, 0.87], [-0.49, -2.06, 0.99], [-1.32, -2.53, 1.74], [-0.61, -2.02, -0.34], [0.08, -1.51, -0.88], [-1.83, -2.42, -1.03], [-1.43, -3.52, -2.03], [-1.07, -4.38, -1.45], [-2.54, -3.98, -2.98], [-2.70, -3.22, -3.74], [-3.87, -4.28, -2.27], [-4.16, -5.31, -2.45], [-3.73, -4.18, -1.19], [-5.02, -3.38, -2.72], [-5.85, -3.52, -2.01], [-4.73, -1.88, -2.83], [-4.05, -1.23, -1.62], [-4.39, -1.71, -0.70], [-4.39, -0.19, -1.58], [-2.52, -1.20, -1.65], [-2.16, -1.05, -2.67], [-2.19, -0.33, -1.07], [-4.12, -1.69, -3.72], [-5.69, -1.39, -3.00], [-5.38, -3.72, -3.70], [-2.18, -4.87, -3.50], [-0.59, -3.15, -2.62], [-2.46, -2.84, -0.24], [0.35, -0.63, 4.68], [-0.83, 0.27, 2.75], [0.49, 1.46, 2.92], [-0.27, 3.56, 0.70], [1.09, 5.60, 1.20], [3.26, 6.50, 1.67]],
  "homo_energy_ev": -9.01,
  "smiles": "O=C1CCc2cc(S(=O)(=O)N3CCC[C@H]3C(=O)NC3CCCCCCC3)ccc2N1",
  "spin_multiplicity": 1,
  "orbital_gap_ev": 9.359,
  "mol_weight_da": 433.6,
  "lumo_ev": 0.34
}



# 7
{
  "formula": "C22H31N3O4S",
  "method": "wB97M-V/def2-TZVPD",
  "species": ["C", "C", "H", "H", "O", "C", "O", "C", "C", "C", "C", "N", "C", "H", "H", "H", "H", "S", "O", "O", "N", "H", "C", "H", "C", "C", "C", "N", "C", "C", "H", "H", "H", "H", "C", "C", "C", "C", "C", "C", "C", "H", "C", "H", "H", "H", "H", "H", "H", "H", "H", "H", "H", "H", "H", "H", "H", "H", "H", "H", "H"],
  "coordinates": [[3.55, -5.17, 1.38], [3.33, -3.70, 1.71], [2.49, -3.59, 2.41], [4.23, -3.25, 2.13], [3.05, -2.94, 0.53], [1.78, -2.96, 0.09], [0.90, -3.55, 0.65], [1.57, -2.17, -1.12], [0.35, -2.01, -1.75], [0.56, -1.19, -2.86], [1.90, -0.86, -2.87], [2.51, -1.45, -1.82], [3.91, -1.33, -1.53], [4.37, -0.71, -2.29], [4.05, -0.88, -0.55], [4.38, -2.31, -1.53], [2.42, -0.24, -3.57], [-0.63, -0.57, -4.02], [0.06, 0.32, -4.91], [-1.40, -1.65, -4.57], [-1.67, 0.33, -3.08], [-2.26, -0.28, -2.54], [-1.01, 1.36, -2.31], [-0.42, 1.93, -3.03], [-1.98, 2.27, -1.56], [-1.17, 3.36, -0.85], [-2.06, 4.21, 0.06], [-2.84, 3.46, 1.02], [-3.61, 2.43, 0.37], [-2.79, 1.48, -0.53], [-3.49, 0.81, -1.04], [-2.12, 0.89, 0.08], [-4.36, 2.94, -0.25], [-4.14, 1.85, 1.13], [-2.20, 3.11, 2.28], [-1.17, 2.01, 2.27], [0.18, 2.29, 2.04], [1.10, 1.26, 1.96], [0.70, -0.05, 2.12], [-0.63, -0.36, 2.38], [-1.55, 0.69, 2.45], [-2.58, 0.46, 2.66], [-1.06, -1.77, 2.61], [-2.14, -1.88, 2.49], [-0.56, -2.45, 1.93], [-0.81, -2.08, 3.63], [1.42, -0.85, 2.05], [2.14, 1.49, 1.78], [0.50, 3.31, 1.93], [-3.01, 2.82, 2.96], [-1.75, 4.03, 2.67], [-2.78, 4.76, -0.56], [-1.45, 4.94, 0.60], [-0.39, 2.88, -0.25], [-0.69, 4.00, -1.59], [-2.66, 2.73, -2.28], [-0.31, 0.91, -1.58], [-0.58, -2.46, -1.44], [4.35, -5.28, 0.66], [3.81, -5.71, 2.29], [2.64, -5.60, 0.97]],
  "homo_energy_ev": -8.18,
  "smiles": "CCOC(=O)c1cc(S(=O)(=O)NCC2CCN(Cc3cccc(C)c3)CC2)cn1C",
  "spin_multiplicity": 1,
  "orbital_gap_ev": 8.652,
  "mol_weight_da": 433.6,
  "lumo_ev": 0.47
}